Formula: C20H19AsN7O5PRuS4
Source: the Open Molecules 2025 dataset
Level of theory: wB97M-V/def2-TZVPD

```
58
Properties=species:S:1:pos:R:3:lowdin_charge:R:1
Ru 0.125 0.137 -2.003 0.870
C -2.053 2.414 2.492 -0.045
N -1.215 2.241 1.339 -0.141
C -0.144 3.013 1.015 -0.047
C 0.345 2.527 -0.163 -0.121
N -0.411 1.475 -0.553 -0.124
C -1.349 1.306 0.367 -0.411
P -2.619 -0.062 0.424 1.170
C -2.959 -0.050 -1.355 -0.448
N -2.074 -0.240 -2.341 -0.058
C -2.783 -0.399 -3.483 -0.142
C -4.115 -0.332 -3.204 -0.050
N -4.228 -0.134 -1.858 -0.148
C -5.431 -0.004 -1.096 -0.059
C -1.415 -1.412 0.443 -0.453
N -0.562 -1.722 -0.530 0.017
C -0.019 -2.915 -0.203 -0.110
C -0.560 -3.364 0.970 -0.057
N -1.457 -2.416 1.368 -0.148
C -2.279 -2.414 2.538 -0.058
H -1.798 3.354 2.981 0.092
H -1.904 1.602 3.207 0.086
H -3.102 2.424 2.189 0.080
H 0.185 3.813 1.647 0.117
H 1.186 2.866 -0.744 0.106
H -2.299 -0.537 -4.432 0.097
H -4.977 -0.401 -3.835 0.114
H -6.288 -0.040 -1.766 0.090
H -5.442 0.943 -0.551 0.088
H -5.508 -0.817 -0.368 0.081
H 0.720 -3.377 -0.827 0.113
H -0.390 -4.254 1.540 0.110
H -2.095 -3.318 3.115 0.090
H -3.334 -2.369 2.250 0.079
H -2.058 -1.541 3.158 0.086
S 0.449 0.371 -6.285 -0.021
As 0.957 1.772 -4.742 -0.569
S 2.323 1.005 -3.206 0.155
S -0.807 2.308 -3.583 -0.012
S 1.738 3.440 -5.813 -0.016
O 3.308 -0.997 -1.570 -0.067
C 2.878 -0.508 -0.529 -0.686
O 1.716 -0.045 -0.348 -0.172
C 3.769 -0.389 0.692 -0.095
C 5.118 -0.728 0.629 0.009
C 5.921 -0.568 1.751 -0.068
C 5.400 -0.069 2.927 -0.008
C 4.041 0.263 2.990 -0.167
C 3.230 0.097 1.868 0.070
N 3.486 0.768 4.181 -0.339
O 2.277 1.064 4.189 0.039
O 4.219 0.896 5.176 0.041
H 5.512 -1.104 -0.302 0.119
H 6.967 -0.830 1.701 0.100
H 6.006 0.077 3.809 0.110
H 2.183 0.355 1.910 0.118
O 0.975 -2.001 -3.944 0.051
C 0.642 -1.174 -3.231 -0.458
```

Results
energy above the lowest of the compared OMol25 structures with the same formula, charge and spin	3.534	eV
E_tot	-5797.8197	Ha
<S²>	0.763
HOMO (alpha / beta)	-3.548 / -3.541	eV
spin multiplicity	2
charge	-1
LUMO (alpha / beta)	1.4 / 1.1	eV

---

Formula: C20H19AsN7O5PRuS4
Source: the Open Molecules 2025 dataset
Level of theory: wB97M-V/def2-TZVPD

```
58
Properties=species:S:1:pos:R:3:lowdin_charge:R:1
Ru 1.522 -0.489 -0.336 0.784
C -3.161 1.605 3.103 -0.041
N -2.395 1.540 1.872 -0.136
C -2.796 1.996 0.643 -0.062
C -1.778 1.705 -0.221 -0.113
N -0.768 1.081 0.450 0.056
C -1.157 0.995 1.697 -0.471
P -0.178 0.177 2.991 1.155
C 1.429 0.889 2.542 -0.457
N 2.011 0.883 1.355 -0.082
C 3.196 1.549 1.487 -0.144
C 3.332 1.965 2.777 -0.046
N 2.211 1.542 3.443 -0.132
C 1.934 1.757 4.851 -0.043
C -0.058 -1.466 2.247 -0.465
N 0.307 -1.765 1.010 -0.057
C 0.160 -3.112 0.862 -0.195
C -0.290 -3.640 2.037 -0.046
N -0.430 -2.596 2.909 -0.135
C -0.893 -2.699 4.280 -0.045
H -4.131 2.043 2.884 0.086
H -3.314 0.609 3.516 0.080
H -2.655 2.221 3.845 0.083
H -3.753 2.470 0.499 0.112
H -1.724 1.885 -1.281 0.098
H 3.876 1.648 0.658 0.093
H 4.116 2.508 3.276 0.117
H 2.807 2.219 5.303 0.087
H 1.076 2.414 4.986 0.083
H 1.740 0.810 5.351 0.080
H 0.437 -3.611 -0.051 -0.001
H -0.477 -4.659 2.329 0.122
H -0.915 -3.751 4.552 0.089
H -0.213 -2.180 4.952 0.076
H -1.894 -2.283 4.393 0.081
S 5.151 -3.310 -1.872 -0.183
As 3.397 -3.277 -0.742 -0.489
S 1.727 -2.273 -1.870 0.127
S 3.379 -1.520 0.665 0.085
S 2.743 -5.037 0.208 -0.162
O 1.697 0.979 -2.944 0.004
C 0.525 0.509 -2.890 -0.579
O 0.001 -0.012 -1.888 -0.159
C -0.289 0.605 -4.150 -0.090
C 0.295 1.014 -5.340 0.011
C -0.463 1.099 -6.500 -0.052
C -1.814 0.793 -6.473 -0.007
C -2.376 0.399 -5.272 -0.134
C -1.639 0.285 -4.110 0.068
N -3.823 0.099 -5.233 -0.354
O -4.322 -0.162 -4.158 0.075
O -4.437 0.129 -6.284 0.060
H 1.351 1.249 -5.340 0.126
H -0.001 1.405 -7.429 0.106
H -2.431 0.853 -7.357 0.114
H -2.092 -0.047 -3.187 0.128
O 3.609 1.289 -1.575 0.069
C 2.636 0.669 -1.470 -0.380
```

Results
energy above the lowest of the compared OMol25 structures with the same formula, charge and spin	1.105	eV
E_tot	-5797.9090	Ha
<S²>	0.758
HOMO (alpha / beta)	-3.658 / -3.659	eV
spin multiplicity	2
charge	-1
LUMO (alpha / beta)	1.5 / 1.5	eV

---

Formula: C20H19BF6FeN2O6S
Source: the Open Molecules 2025 dataset
Level of theory: wB97M-V/def2-TZVPD

```
56
Properties=species:S:1:pos:R:3:lowdin_charge:R:1
Fe 0.093 0.526 0.062 1.026
O -3.337 -3.695 4.299 -0.011
C -2.382 -3.009 4.711 -0.655
O -1.678 -3.128 5.730 -0.022
C -1.956 -1.877 3.750 -0.089
C -2.816 -1.407 2.764 0.010
C -2.342 -0.532 1.806 -0.095
N -1.063 -0.151 1.775 0.020
C -0.243 -0.562 2.749 -0.175
C -0.656 -1.390 3.772 0.064
C 1.194 -0.132 2.581 -0.550
O 2.028 -0.342 3.429 0.102
O 1.439 0.432 1.417 -0.128
H -3.831 -1.781 2.733 0.122
H -2.973 -0.153 1.011 0.118
H 0.035 -1.707 4.540 0.138
C -0.725 -5.073 4.788 -0.048
C -0.329 -4.464 3.476 -0.232
C -1.286 -4.261 2.476 -0.034
C -0.946 -3.656 1.283 -0.059
C 0.368 -3.245 1.080 -0.411
C 1.332 -3.410 2.065 -0.083
C 0.975 -4.030 3.253 -0.026
S 0.827 -2.363 -0.376 1.023
C 0.454 -3.554 -1.649 -0.214
O -0.304 -1.339 -0.573 -0.557
H -1.591 -5.722 4.671 0.090
H -1.014 -4.276 5.481 -0.010
H 0.098 -5.642 5.220 0.081
H -2.317 -4.526 2.675 0.116
H -1.705 -3.454 0.536 0.119
H 2.334 -3.026 1.919 0.116
H 1.716 -4.146 4.035 0.124
H -0.591 -3.847 -1.567 0.060
H 1.113 -4.410 -1.514 0.067
H 0.648 -3.065 -2.601 0.061
C 2.541 2.706 -0.788 0.026
C 2.261 1.574 -1.776 -0.430
O 1.249 0.740 -1.376 -0.220
C 1.852 2.178 -3.139 -0.562
F 2.774 3.035 -3.617 0.145
F 1.657 1.242 -4.080 0.156
F 0.708 2.858 -3.010 0.160
C 3.529 0.703 -1.927 -0.558
F 3.908 0.236 -0.730 0.159
F 3.331 -0.364 -2.718 0.147
F 4.571 1.386 -2.437 0.147
H 1.664 3.349 -0.730 0.094
H 3.401 3.301 -1.093 0.098
H 2.728 2.268 0.191 0.086
B -2.290 4.547 -0.281 -0.413
C -1.604 3.139 -0.223 -0.171
N -1.100 2.097 -0.195 0.073
H -1.496 5.291 -0.815 0.002
H -2.528 4.870 0.861 0.001
H -3.298 4.411 -0.939 0.002
```

Results
energy above the lowest of the compared OMol25 structures with the same formula, charge and spin	1.184	eV
E_tot	-3620.5800	Ha
<S²>	8.759
HOMO (alpha / beta)	-5.795 / -5.796	eV
spin multiplicity	6
charge	-1
LUMO (alpha / beta)	2.0 / 0.9	eV

---

Formula: C20H19BrIMoN3O3Se
Source: the Open Molecules 2025 dataset
Level of theory: wB97M-V/def2-TZVPD

```
49
Properties=species:S:1:pos:R:3:lowdin_charge:R:1
Mo -0.242 -0.648 0.352 1.047
N 1.932 -0.971 0.123 -0.069
C 2.672 -0.740 1.399 -0.083
C 1.761 -0.009 2.384 -0.602
O 2.137 0.746 3.223 0.161
O 0.470 -0.311 2.162 -0.306
H 2.079 -1.930 -0.192 0.103
H 2.312 -0.384 -0.618 0.116
H 3.589 -0.180 1.227 0.144
H 2.939 -1.701 1.841 0.147
N 2.707 4.102 1.427 0.198
C 2.053 4.420 0.286 -0.497
O 2.378 5.287 -0.487 0.119
C 0.866 3.549 -0.065 -0.075
C -0.203 4.112 -0.756 0.071
C -1.266 3.306 -1.127 0.015
C -1.223 1.959 -0.827 -0.118
N -0.176 1.405 -0.187 -0.123
C 0.845 2.195 0.190 -0.042
H 3.478 4.698 1.689 0.133
H 2.272 3.563 2.157 0.108
H -0.179 5.168 -0.994 0.148
H -2.123 3.704 -1.652 0.133
H -2.033 1.294 -1.103 0.093
H 1.672 1.733 0.712 0.106
Br -5.537 1.260 2.473 0.797
C -5.414 0.530 0.747 -0.745
C -6.477 0.708 -0.133 -0.096
C -6.427 0.175 -1.410 -0.037
C -5.320 -0.550 -1.827 -0.053
C -4.255 -0.739 -0.963 -0.163
C -4.307 -0.192 0.310 -0.670
I -2.721 -0.464 1.669 1.183
H -7.344 1.264 0.195 0.117
H -7.265 0.323 -2.077 0.126
H -5.289 -0.980 -2.818 0.120
H -3.402 -1.329 -1.271 0.048
Se -0.552 -1.603 -1.866 0.870
C -0.359 -3.346 -1.136 -0.618
C -0.309 -4.466 -1.960 -0.088
C -0.153 -5.721 -1.388 -0.026
C -0.031 -5.864 -0.013 -0.018
C -0.067 -4.746 0.821 -0.034
C -0.234 -3.500 0.250 -0.186
H -0.396 -4.363 -3.033 0.118
H -0.123 -6.595 -2.024 0.129
H 0.090 -6.848 0.416 0.129
H 0.021 -4.854 1.893 0.128
H -0.294 -2.667 0.984 0.041
```

Results
energy above the lowest of the compared OMol25 structures with the same formula, charge and spin	0.000	eV
E_tot	-6504.3337	Ha
<S²>	2.435
HOMO (alpha / beta)	-14.582 / -14.585	eV
spin multiplicity	3
charge	+2
LUMO (alpha / beta)	-9.1 / -7.8	eV

---

Q: Number 4 is which compound?
A: C20H19BrIMoN3O3Se